[1]
Molecular formula: C7H19CdClINO3
Method: DFT, wB97M-V/def2-TZVPD

Geometry (Å):
Cd (-0.116, 1.051, -0.230)
Cl (-0.153, 2.502, -2.193)
I (-1.288, 2.884, 1.629)
C (-3.033, 0.337, -1.316)
O (-1.993, 0.048, -0.412)
C (-2.352, -0.936, 0.633)
C (-1.217, -0.884, 1.678)
N (0.033, -0.649, 1.013)
C (1.045, -0.494, 2.003)
C (2.273, 0.104, 1.380)
O (1.823, 1.248, 0.623)
C (2.866, 1.972, -0.077)
H (-3.660, 1.055, -0.788)
H (-3.537, -0.553, -1.693)
H (-2.676, 0.827, -2.222)
H (-2.317, -1.917, 0.159)
H (-3.371, -0.775, 0.985)
H (-1.331, -1.808, 2.245)
H (-1.386, -0.082, 2.396)
H (0.265, -1.467, 0.467)
H (1.273, -1.467, 2.438)
H (0.767, 0.149, 2.839)
H (2.741, -0.621, 0.714)
H (3.062, 0.494, 2.022)
H (3.583, 2.238, 0.700)
H (2.560, 2.915, -0.530)
H (3.312, 1.294, -0.804)
C (0.171, -1.408, -2.377)
O (0.852, -0.419, -1.540)
H (-0.897, -1.580, -2.247)
H (0.326, -1.288, -3.450)
H (0.662, -2.336, -2.084)
H (1.713, -0.436, -1.964)

Its orbital gap is 7.2 eV. The energy comes out at -1484.17943 Ha. The HOMO energy comes out at -7.26 eV.

Computed natural (NBO) charges, given in elementary charges: 1.604, -0.848, -0.830, -0.270, -0.637, -0.058, -0.267, -0.709, -0.255, -0.062, -0.623, -0.248, 0.206, 0.169, 0.229, 0.163, 0.214, 0.185, 0.252, 0.386, 0.190, 0.241, 0.162, 0.204, 0.179, 0.245, 0.165, -0.274, -0.778, 0.205, 0.201, 0.166, 0.495

---

[2]
Molecular formula: C7H19Cl2INO6PPdS2
Method: DFT, wB97M-V/def2-TZVPD

Geometry (Å):
Pd (2.041, 1.560, 0.159)
O (1.397, 3.844, -0.579)
Cl (2.642, 4.617, -0.440)
O (2.476, 5.850, -1.180)
O (3.792, 3.895, -0.969)
O (2.855, 4.941, 0.957)
N (0.808, 2.015, 1.952)
H (0.338, 2.858, 1.641)
H (1.206, 2.184, 2.866)
H (0.088, 1.295, 2.028)
Cl (3.437, -0.421, 0.627)
I (6.880, 1.937, 2.863)
C (5.160, 2.090, 1.734)
H (4.258, 2.355, 2.255)
H (5.281, 2.252, 0.677)
C (0.589, -2.572, -0.515)
C (-0.456, -2.504, 0.585)
C (0.112, -1.916, 1.864)
O (-1.655, -1.837, 0.124)
P (-1.910, -0.230, 0.084)
S (-2.312, 0.466, 1.890)
S (-0.530, 0.678, -0.985)
O (-3.350, -0.274, -0.674)
C (-3.731, -1.002, -1.840)
C (-4.290, -2.358, -1.429)
C (-2.659, -1.128, -2.910)
H (1.397, -3.238, -0.198)
H (1.013, -1.587, -0.706)
H (0.152, -2.963, -1.438)
H (-0.812, -3.519, 0.793)
H (0.551, -0.933, 1.682)
H (0.917, -2.561, 2.222)
H (-0.661, -1.830, 2.627)
H (-4.548, -0.403, -2.254)
H (-3.495, -2.977, -1.014)
H (-4.728, -2.863, -2.296)
H (-5.060, -2.229, -0.667)
H (-1.814, -1.718, -2.555)
H (-2.279, -0.151, -3.203)
H (-3.100, -1.624, -3.780)

The expectation value of S² is 2.009. Its orbital gap (alpha / beta) is 5.8 / 5.6 eV. The energy comes out at -3267.89705 Ha. The HOMO energy (alpha / beta) comes out at -1.92 / -1.69 eV. Its spin multiplicity is 3. As for the net charge: -2.

Computed natural (NBO) charges, given in elementary charges: 0.694, -0.871, 2.516, -0.871, -0.855, -0.866, -1.089, 0.394, 0.364, 0.412, -0.820, 0.040, -0.472, 0.191, 0.204, -0.640, 0.129, -0.650, -0.876, 1.642, -0.759, -0.732, -0.843, 0.127, -0.629, -0.644, 0.201, 0.265, 0.188, 0.155, 0.241, 0.205, 0.220, 0.161, 0.228, 0.182, 0.208, 0.228, 0.239, 0.184

---

[3]
Molecular formula: C7H19N2O6
Method: DFT, wB97M-V/def2-TZVPD

Geometry (Å):
C (4.032, -0.309, 1.335)
C (3.618, -1.948, -0.517)
C (1.373, 0.873, 0.577)
C (-3.340, 1.006, -1.454)
C (3.008, -0.853, 0.375)
C (0.069, -1.356, -0.963)
C (-3.614, -0.362, 0.772)
N (1.900, -0.380, 0.093)
N (-3.694, 1.146, -0.051)
O (-0.751, -0.479, -0.857)
O (0.769, -1.565, -2.041)
O (0.108, -2.303, -0.068)
O (-4.976, -0.596, 0.875)
O (-2.856, -0.167, 1.890)
O (-3.051, -1.159, -0.109)
H (4.100, -1.072, 2.091)
H (3.622, 0.503, 1.769)
H (4.970, -0.028, 0.868)
H (3.298, -1.825, -1.559)
H (4.766, -1.884, -0.416)
H (3.502, -2.958, -0.231)
H (0.648, 0.658, 1.333)
H (2.219, 1.480, 0.844)
H (0.891, 1.347, -0.231)
H (-2.912, 0.046, -1.555)
H (-4.152, 1.268, -2.064)
H (-2.568, 1.720, -1.753)
H (-4.627, 1.449, 0.322)
H (-3.109, 1.823, 0.352)
H (0.970, -0.786, -2.623)
H (0.672, -3.093, -0.306)
H (-5.191, -1.551, 0.806)
H (-3.396, -0.239, 2.712)
H (-2.074, -1.026, -0.152)

The expectation value of S² is 2.005. Its orbital gap (alpha / beta) is 4.4 / 8.0 eV. The energy comes out at -838.63888 Ha. The HOMO energy (alpha / beta) comes out at -7.09 / -12.76 eV. Its spin multiplicity is 3. As for the net charge: +1.

Computed natural (NBO) charges, given in elementary charges: -0.587, -0.622, -0.442, -0.438, 0.001, 1.034, 0.936, -0.222, -0.596, -0.715, -0.676, -0.659, -0.724, -0.694, -0.701, 0.225, 0.197, 0.214, 0.201, 0.218, 0.206, 0.201, 0.224, 0.216, 0.260, 0.230, 0.226, 0.442, 0.418, 0.531, 0.525, 0.527, 0.521, 0.524

---

[4]
Molecular formula: C7H19N2S
Method: DFT, wB97M-V/def2-TZVPD

Geometry (Å):
C (1.943, 2.448, -0.157)
C (0.792, -2.658, 0.792)
C (-3.759, -0.222, -0.789)
C (2.874, 1.301, -0.008)
C (2.205, -0.061, -0.286)
C (0.977, -0.199, 0.621)
C (0.167, -1.409, 0.408)
N (-2.546, 0.468, -0.410)
N (-0.921, -1.362, -0.249)
S (-2.428, 1.058, 1.287)
H (1.367, 2.844, 0.652)
H (1.407, 2.099, -1.068)
H (2.619, 3.226, -0.481)
H (0.463, -3.280, -0.025)
H (0.455, -3.089, 1.726)
H (1.814, -2.516, 0.796)
H (-3.530, -0.946, -1.468)
H (-4.088, -0.829, 0.062)
H (-4.682, 0.266, -1.170)
H (3.281, 1.126, 1.000)
H (3.619, 1.505, -0.775)
H (1.801, -0.032, -1.300)
H (3.002, -0.809, -0.249)
H (1.308, -0.279, 1.615)
H (0.363, 0.601, 0.292)
H (-2.337, 1.198, -1.060)
H (-3.262, 2.064, 1.369)
H (-1.520, -0.372, -0.443)
H (-1.383, -2.140, -0.684)

The calculation puts the energy relative to the best compared isomer or geometry (same formula, charge and spin) at 0.0 kcal/mol. Its orbital gap is 10.6 eV. The energy comes out at -785.49439 Ha. The HOMO energy comes out at -13.67 eV. As for the net charge: +1.

Computed natural (NBO) charges, given in elementary charges: -0.630, -0.693, -0.447, -0.386, -0.375, -0.496, 0.517, -0.710, -0.691, 0.165, 0.222, 0.190, 0.231, 0.237, 0.273, 0.243, 0.202, 0.225, 0.236, 0.205, 0.224, 0.193, 0.224, 0.242, 0.229, 0.407, 0.137, 0.420, 0.404

---

[5]
Molecular formula: C7H19N3
Method: DFT, wB97M-V/def2-TZVPD

Geometry (Å):
C (0.681, -1.077, -0.409)
C (0.309, 0.401, 0.047)
C (-1.357, 0.534, 0.113)
C (0.247, -1.403, -1.853)
C (0.899, 0.755, 1.431)
C (2.281, -1.244, -0.351)
C (-1.874, 1.977, 0.139)
N (0.124, -2.128, 0.447)
N (0.867, 1.395, -0.885)
N (-1.931, -0.195, 1.259)
H (-1.777, 0.079, -0.788)
H (-0.898, -2.033, 0.467)
H (0.383, -1.973, 1.422)
H (0.588, 2.338, -0.622)
H (0.532, 1.241, -1.831)
H (-1.673, 0.283, 2.124)
H (-2.950, -0.146, 1.227)
H (0.597, -2.399, -2.152)
H (-0.841, -1.409, -1.969)
H (0.662, -0.696, -2.577)
H (0.504, 1.705, 1.806)
H (0.676, -0.007, 2.183)
H (1.989, 0.860, 1.395)
H (2.644, -1.262, 0.681)
H (2.569, -2.197, -0.809)
H (2.803, -0.454, -0.898)
H (-1.410, 2.574, 0.930)
H (-2.960, 2.010, 0.293)
H (-1.687, 2.471, -0.821)

As for the SMILES: C[C@H](N)[C@](C)(N)C(C)(C)N. The calculation puts the energy relative to the best compared isomer or geometry (same formula, charge and spin) at 5.1 kcal/mol. Its orbital gap is 9.3 eV. The energy comes out at -442.37279 Ha. The HOMO energy comes out at -8.52 eV.

Computed natural (NBO) charges, given in elementary charges: 0.125, 0.141, -0.064, -0.622, -0.644, -0.619, -0.636, -0.843, -0.852, -0.855, 0.186, 0.377, 0.350, 0.359, 0.358, 0.352, 0.357, 0.229, 0.201, 0.201, 0.205, 0.208, 0.233, 0.201, 0.213, 0.220, 0.199, 0.211, 0.206

---

[6]
Molecular formula: C7H19N3
Method: DFT, wB97M-V/def2-TZVPD

Geometry (Å):
C (-0.561, 1.176, -0.027)
C (0.251, -1.390, -0.229)
C (0.172, 0.381, 0.920)
C (0.105, 1.687, -1.277)
C (0.416, -2.412, 0.878)
C (-0.886, -1.789, -1.152)
C (-0.375, 2.700, 1.286)
N (-1.939, 0.992, -0.160)
N (1.524, -1.259, -0.926)
N (1.538, 0.612, 1.138)
H (-0.411, 0.072, 1.785)
H (-2.384, 0.451, 0.566)
H (-2.262, 0.739, -1.080)
H (1.421, -0.769, -1.807)
H (1.953, -2.164, -1.127)
H (1.860, 0.198, 2.001)
H (2.081, 0.221, 0.360)
H (-0.401, 2.596, -1.602)
H (1.151, 1.911, -1.086)
H (0.030, 0.960, -2.086)
H (-0.503, -2.520, 1.456)
H (0.657, -3.411, 0.475)
H (1.223, -2.134, 1.558)
H (-1.838, -1.834, -0.621)
H (-0.979, -1.120, -2.011)
H (-0.718, -2.791, -1.582)
H (-1.119, 3.355, 0.844)
H (0.635, 3.085, 1.196)
H (-0.643, 2.456, 2.311)

The calculation puts the energy relative to the best compared isomer or geometry (same formula, charge and spin) at 75.2 kcal/mol. Its orbital gap is 7.5 eV. The energy comes out at -442.26107 Ha. The HOMO energy comes out at -6.65 eV.

Computed natural (NBO) charges, given in elementary charges: 0.231, 0.077, 0.039, -0.657, -0.641, -0.651, -0.671, -0.848, -0.889, -0.861, 0.199, 0.373, 0.377, 0.360, 0.357, 0.369, 0.406, 0.228, 0.235, 0.198, 0.207, 0.183, 0.205, 0.208, 0.195, 0.194, 0.189, 0.201, 0.187

---

[7]
Molecular formula: C7H19N5
Method: DFT, wB97M-V/def2-TZVPD

Geometry (Å):
C (3.178, -0.036, 0.039)
C (0.737, 0.472, -0.407)
C (-2.304, 1.428, -0.728)
C (-3.024, -0.865, 0.089)
C (-1.459, 0.398, 1.575)
C (-0.432, -1.869, -0.472)
C (-1.850, 0.141, 0.046)
N (3.838, -0.711, 0.914)
N (3.849, 0.656, -0.904)
N (0.562, 1.721, -0.579)
N (1.805, -0.204, -0.016)
N (-0.674, -0.457, -0.491)
H (-1.972, 2.368, -0.297)
H (-1.989, 1.216, -1.740)
H (-3.478, 1.408, -0.559)
H (-3.002, -1.793, 0.782)
H (-3.312, -1.168, -0.889)
H (-3.847, -0.371, 0.546)
H (-2.210, 1.174, 1.870)
H (-1.647, -0.475, 2.155)
H (-0.322, 0.593, 1.661)
H (0.624, -2.136, -0.711)
H (-0.737, -2.202, -1.430)
H (-0.972, -2.376, 0.417)
H (4.866, -0.699, 1.016)
H (3.281, -1.449, 1.429)
H (4.815, 0.669, -0.838)
H (3.445, 0.966, -1.763)
H (1.216, 2.443, -0.745)
H (-0.400, 2.070, -0.625)
H (1.415, -0.912, 0.656)

The expectation value of S² is 2.009. The calculation puts the energy relative to the best compared isomer or geometry (same formula, charge and spin) at 21.0 kcal/mol. Its orbital gap (alpha / beta) is 7.3 / 8.4 eV. The energy comes out at -551.10883 Ha. The HOMO energy (alpha / beta) comes out at -13.45 / -18.49 eV. Its spin multiplicity is 3. As for the net charge: +2.

Computed natural (NBO) charges, given in elementary charges: 0.655, 0.445, -0.641, -0.647, -0.578, -0.523, 0.084, -0.735, -0.746, -0.789, -0.604, -0.030, 0.230, 0.244, 0.288, 0.247, 0.244, 0.255, 0.273, 0.235, 0.213, 0.259, 0.295, 0.289, 0.461, 0.431, 0.425, 0.435, 0.440, 0.434, 0.411

---

[8]
Molecular formula: C7H19NO2
Method: DFT, wB97M-V/def2-TZVPD

Geometry (Å):
C (2.040, 0.069, 1.823)
C (1.512, -0.855, 0.734)
C (1.155, -0.175, -0.590)
C (-0.327, 0.274, -0.704)
C (-1.131, -0.872, -1.254)
C (-1.637, -0.927, -2.478)
C (-2.389, -2.036, -3.099)
N (3.365, -0.287, 2.331)
H (2.101, 1.052, 1.348)
H (1.375, 0.123, 2.672)
H (0.733, -1.564, 1.038)
H (2.256, -1.622, 0.479)
H (1.356, -0.834, -1.433)
H (1.763, 0.727, -0.693)
H (-0.477, 1.107, -1.381)
H (-0.721, 0.579, 0.269)
H (-1.362, -1.663, -0.545)
H (-1.299, -0.135, -3.120)
H (-2.351, -2.980, -2.555)
H (-3.458, -1.876, -3.214)
H (-2.108, -2.171, -4.145)
H (3.886, 0.504, 2.659)
H (3.774, -1.066, 1.863)
H (-0.540, 2.765, -1.252)
H (-1.736, 3.989, -0.929)
O (-0.935, 3.630, -1.287)
H (-1.189, 0.484, 2.724)
H (-1.959, -0.431, 3.725)
O (-1.459, 0.384, 3.640)

As for the SMILES: C/C=C/CCCCN.O.O. The calculation puts the energy relative to the best compared isomer or geometry (same formula, charge and spin) at 35.4 kcal/mol. Its orbital gap is 9.5 eV. The energy comes out at -483.27041 Ha. The HOMO energy comes out at -8.77 eV.

Computed natural (NBO) charges, given in elementary charges: -0.219, -0.423, -0.388, -0.414, -0.180, -0.185, -0.649, -0.872, 0.167, 0.186, 0.206, 0.206, 0.212, 0.203, 0.177, 0.196, 0.186, 0.188, 0.215, 0.221, 0.219, 0.377, 0.371, 0.498, 0.505, -1.006, 0.469, 0.472, -0.940